DFT (ωB97M-V with the def2-TZVPD basis set) results for a cluster of 9 separate species, C43H110N6O14 in total in a non-equilibrium geometry.

Each atom is followed by the atoms it is bonded to, with distances in Å.
Element x y z (Å)
1 O -3.3313 6.9769 4.1578  C43 1.414, C59 1.413
2 O 1.2674 2.1010 0.1179  C56 1.419, H116 0.979
3 O -1.6846 -3.5423 -0.4565  C24 1.402, C53 1.397
4 O 7.0665 0.7128 3.0149  C35 1.399, C55 1.417
5 O 4.3265 -2.9593 4.7552  C28 1.445, H154 0.962
6 O 3.0220 3.1864 4.8737  C40 1.407, C47 1.407
7 O -5.2218 1.5288 -1.7488  C37 1.420, C42 1.415
8 O -9.8385 -0.2162 -3.2522  C39 1.421, C57 1.391
9 O 6.9996 3.3029 -0.6527  C31 1.431, H88 0.962
10 O -3.6475 1.7975 2.7312  C34 1.408, C49 1.417
11 O 0.1423 -3.3045 -6.8094  C23 1.423, C26 1.403
12 O 1.9594 0.9279 -4.7094  C30 1.409, C58 1.402
13 O -6.7904 -7.4722 -0.1084  C45 1.406, C63 1.398
14 O 4.7869 -2.3371 -2.2261  C29 1.397, C33 1.405
15 N 4.5892 -1.1751 1.2233  C36 1.473, C52 1.468, H132 1.021
16 N -7.0695 -0.4717 -2.8957  C25 1.460, C51 1.453, H68 1.015
17 N 2.2591 -1.2897 -6.5418  C22 1.468, C41 1.464, H129 1.019
18 N 3.8367 1.9176 1.5321  C27 1.483, H100 1.021, H166 1.024
19 N -2.2078 4.0778 3.9073  C32 1.435, C44 1.432, H115 1.008
20 N -5.1146 -4.4333 -1.1969  C48 1.465, C61 1.461, H148 1.017
21 C 4.8380 3.6446 -1.7031  C31 1.511, H75 1.093, H83 1.093, H91 1.090
22 C 1.8357 -1.9541 -7.7800  N17 1.468, C26 1.509, H77 1.102, H117 1.092
23 C -0.1777 -4.5221 -6.1467  O11 1.423, H69 1.090, H111 1.095, H142 1.090
24 C -0.5129 -4.2480 -0.1482  O3 1.402, H101 1.088, H119 1.095, H173 1.097
25 C -7.7585 -0.9795 -4.0780  N16 1.460, C39 1.502, H109 1.101, H153 1.093
26 C 1.3743 -3.3590 -7.4796  O11 1.403, C22 1.509, H65 1.105, H164 1.099
27 C 4.0879 2.6579 2.7918  N18 1.483, C38 1.517, C47 1.504, H136 1.098
28 C 3.9659 -1.9939 5.7681  O5 1.445, C46 1.519, C62 1.503, H112 1.099
29 C 4.1243 -1.9078 -1.0733  O14 1.397, C52 1.516, H87 1.102, H110 1.101
30 C 2.2513 1.4627 -3.4393  O12 1.409, H126 1.101, H137 1.106, H144 1.083
31 C 6.2317 4.1844 -1.4784  O9 1.431, C21 1.511, C50 1.530, H155 1.101
32 C -1.5756 5.3653 3.8854  N19 1.435, C43 1.521, H93 1.106, H167 1.095
33 C 3.9190 -2.5607 -3.3085  O14 1.405, H71 1.097, H72 1.094, H150 1.090
34 C -4.2427 0.5335 2.9037  O10 1.408, H67 1.102, H99 1.088, H172 1.094
35 C 7.9109 1.7953 2.7467  O4 1.399, H103 1.098, H124 1.089, H159 1.099
36 C 5.6032 -0.9659 2.2705  N15 1.473, C55 1.520, H121 1.094, H125 1.097
37 C -4.9365 0.1420 -1.8595  O7 1.420, C51 1.521, H130 1.100, H138 1.101
38 C 4.2727 4.1311 2.4807  C27 1.517, H82 1.093, H106 1.094, H156 1.094
39 C -9.1723 -1.3678 -3.7512  O8 1.421, C25 1.502, H79 1.100, H151 1.098
40 C 1.7990 3.2567 5.5662  O6 1.407, H105 1.084, H128 1.097, H165 1.102
41 C 2.7196 0.0757 -6.7988  N17 1.464, C58 1.495, H90 1.093, H133 1.102
42 C -4.4295 2.2690 -0.8395  O7 1.415, H139 1.099, H162 1.087, H169 1.093
43 C -2.2525 6.3515 4.8253  O1 1.414, C32 1.521, H102 1.098, H120 1.096
44 C -1.7262 3.1447 2.9341  N19 1.432, C49 1.490, H147 1.105, H157 1.097
45 C -7.5705 -8.4470 -0.7551  O13 1.406, H64 1.099, H74 1.096, H131 1.085
46 C 3.9575 -2.6486 7.1387  C28 1.519, H81 1.094, H92 1.094, H170 1.091
47 C 2.9239 2.4037 3.7090  O6 1.407, C27 1.504, H104 1.101, H160 1.105
48 C -4.0628 -3.5719 -0.6522  N20 1.465, C53 1.518, H73 1.091, H161 1.104
49 C -2.2901 1.7807 3.1390  O10 1.417, C44 1.490, H113 1.101, H146 1.097
50 C 6.2321 5.5803 -0.8512  C31 1.530, H122 1.092, H134 1.092, H163 1.091
51 C -5.6375 -0.3553 -3.1143  N16 1.453, C37 1.521, H107 1.090, H141 1.105
52 C 5.1516 -1.8372 0.0399  N15 1.468, C29 1.516, H89 1.091, H123 1.101
53 C -2.8099 -4.3578 -0.3101  O3 1.397, C48 1.518, H86 1.103, H145 1.101
54 C -0.7136 0.8692 -0.2622  C56 1.532, H114 1.090, H135 1.094, H140 1.095
55 C 6.6924 0.0050 1.8460  O4 1.417, C36 1.520, H95 1.097, H96 1.099
56 C 0.7219 0.7993 0.2682  O2 1.419, C54 1.532, C60 1.514, H168 1.102
57 C -11.1244 -0.5042 -2.8081  O8 1.391, H66 1.089, H76 1.097, H158 1.100
58 C 3.0885 0.7611 -5.5227  O12 1.402, C41 1.495, H85 1.103, H118 1.098
59 C -4.4428 7.2561 4.9845  O1 1.413, H78 1.094, H80 1.096, H108 1.089
60 C 0.7724 0.3601 1.7161  C56 1.514, H97 1.090, H143 1.093, H149 1.092
61 C -5.5373 -5.4768 -0.2650  N20 1.461, C63 1.509, H94 1.101, H152 1.090
62 C 2.6232 -1.4482 5.3685  C28 1.503, H70 1.090, H98 1.089, H127 1.093
63 C -6.4990 -6.4055 -0.9644  O13 1.398, C61 1.509, H84 1.102, H171 1.098
64 H -7.0120 -8.8898 -1.5916  C45 1.099
65 H 1.2969 -3.9377 -8.4172  C26 1.105
66 H -11.5960 0.4373 -2.5305  C57 1.089
67 H -3.7191 -0.2267 2.3019  C34 1.102
68 H -7.4260 0.4601 -2.7106  N16 1.015
69 H -1.2579 -4.5217 -5.9981  C23 1.090
70 H 2.6687 -1.0204 4.3668  C62 1.090
71 H 2.9922 -3.0842 -3.0416  C33 1.097
72 H 3.6605 -1.6128 -3.7906  C33 1.094
73 H -3.8241 -2.8265 -1.4123  C48 1.091
74 H -8.4872 -7.9981 -1.1547  C45 1.096
75 H 4.8739 2.6519 -2.1590  C21 1.093
76 H -11.1081 -1.1753 -1.9403  C57 1.097
77 H 0.9993 -1.4033 -8.2395  C22 1.102
78 H -4.6919 6.3876 5.6019  C59 1.094
79 H -9.6775 -1.7087 -4.6672  C39 1.100
80 H -4.2619 8.1305 5.6203  C59 1.096
81 H 3.2717 -3.5003 7.1340  C46 1.094
82 H 5.1715 4.3152 1.8864  C38 1.093
83 H 4.2179 3.5346 -0.8099  C21 1.093
84 H -7.4334 -5.8809 -1.2229  C63 1.102
85 H 3.4947 1.7582 -5.7603  C58 1.103
86 H -2.7354 -5.2340 -0.9766  C53 1.103
87 H 3.6779 -0.9066 -1.1895  C29 1.102
88 H 7.8858 3.6633 -0.5527  O9 0.962
89 H 6.0134 -1.2795 -0.3307  C52 1.091
90 H 3.6214 0.0265 -7.4147  C41 1.093
91 H 4.3289 4.3152 -2.3957  C21 1.090
92 H 3.5905 -1.9690 7.9141  C46 1.094
93 H -1.6094 5.8141 2.8746  C32 1.106
94 H -6.0300 -5.0642 0.6285  C61 1.101
95 H 6.3603 0.6973 1.0629  C55 1.097
96 H 7.5885 -0.5306 1.5039  C55 1.099
97 H 0.0945 -0.4743 1.8947  C60 1.090
98 H 1.8841 -2.2464 5.4205  C62 1.089
99 H -5.2551 0.5998 2.5104  C34 1.088
100 H 4.6162 2.1669 0.9223  N18 1.021
101 H 0.3130 -3.5404 -0.1583  C24 1.088
102 H -1.5241 7.1072 5.1475  C43 1.098
103 H 7.3521 2.6839 2.4250  C35 1.098
104 H 1.9981 2.6123 3.1517  C47 1.101
105 H 2.0157 3.5126 6.5973  C40 1.084
106 H 4.4158 4.6804 3.4159  C38 1.094
107 H -5.2033 -1.2996 -3.4423  C51 1.090
108 H -5.2855 7.4809 4.3333  C59 1.089
109 H -7.7735 -0.2455 -4.8991  C25 1.101
110 H 3.3108 -2.6015 -0.8108  C29 1.101
111 H 0.0393 -5.3713 -6.8033  C23 1.095
112 H 4.7358 -1.2108 5.7379  C28 1.099
113 H -1.7652 1.0811 2.4707  C49 1.101
114 H -1.3410 0.0012 -0.0622  C54 1.090
115 H -3.2141 4.0959 3.9658  N19 1.008
116 H 2.1108 2.1076 0.6154  O2 0.979
117 H 2.6523 -1.9993 -8.5028  C22 1.092
118 H 3.8567 0.1575 -5.0208  C58 1.098
119 H -0.5643 -4.7052 0.8455  C24 1.095
120 H -2.6098 5.8269 5.7189  C43 1.096
121 H 5.0572 -0.5035 3.0988  C36 1.094
122 H 7.2560 5.9600 -0.8214  C50 1.092
123 H 5.4960 -2.8603 0.2559  C52 1.101
124 H 8.4547 2.0136 3.6643  C35 1.089
125 H 6.0989 -1.8640 2.6584  C36 1.097
126 H 2.5278 2.5283 -3.4566  C30 1.101
127 H 2.3501 -0.6306 6.0398  C62 1.093
128 H 1.2340 2.3221 5.4597  C40 1.097
129 H 1.4041 -1.1787 -5.9979  N17 1.019
130 H -3.8553 -0.0350 -1.9569  C37 1.100
131 H -7.7900 -9.2238 -0.0301  C45 1.085
132 H 3.9699 -1.8676 1.6475  N15 1.021
133 H 1.9609 0.6698 -7.3338  C41 1.102
134 H 5.5984 6.2704 -1.4120  C50 1.092
135 H -1.1855 1.7702 0.1401  C54 1.094
136 H 5.0307 2.3543 3.2665  C27 1.098
137 H 3.1840 1.0212 -3.0403  C30 1.106
138 H -5.3127 -0.3965 -0.9756  C37 1.101
139 H -3.3639 2.1411 -1.0739  C42 1.099
140 H -0.6562 1.0085 -1.3472  C54 1.095
141 H -5.4113 0.4254 -3.8626  C51 1.105
142 H 0.3369 -4.5897 -5.1886  C23 1.090
143 H 1.7941 0.0980 2.0013  C60 1.093
144 H 1.4136 1.2361 -2.7920  C30 1.083
145 H -2.8752 -4.7752 0.7065  C53 1.101
146 H -2.1679 1.4149 4.1662  C49 1.097
147 H -1.9280 3.4376 1.8883  C44 1.105
148 H -5.9240 -3.8352 -1.3404  N20 1.017
149 H 0.4370 1.1508 2.3904  C60 1.092
150 H 4.4121 -3.1878 -4.0509  C33 1.090
151 H -9.1855 -2.1606 -2.9915  C39 1.098
152 H -4.6918 -6.0799 0.0647  C61 1.090
153 H -7.2331 -1.8718 -4.4288  C25 1.093
154 H 4.9969 -3.5586 5.0963  O5 0.962
155 H 6.6461 4.3071 -2.4910  C31 1.101
156 H 3.4359 4.6065 1.9599  C38 1.094
157 H -0.6328 3.0985 3.0104  C44 1.097
158 H -11.7333 -0.9618 -3.6015  C57 1.100
159 H 8.6409 1.5547 1.9617  C35 1.099
160 H 2.9066 1.3360 3.9919  C47 1.105
161 H -4.3827 -3.0247 0.2520  C48 1.104
162 H -4.6618 3.3173 -1.0089  C42 1.087
163 H 5.8503 5.5616 0.1709  C50 1.091
164 H 2.1427 -3.8676 -6.8798  C26 1.099
165 H 1.1505 4.0332 5.1290  C40 1.102
166 H 4.0098 0.9262 1.7204  N18 1.024
167 H -0.5098 5.3038 4.1289  C32 1.095
168 H 1.2627 0.0655 -0.3504  C56 1.102
169 H -4.6254 1.9566 0.1897  C42 1.093
170 H 4.9536 -2.9609 7.4558  C46 1.091
171 H -6.0451 -6.7748 -1.8933  C63 1.098
172 H -4.2142 0.2351 3.9554  C34 1.094
173 H -0.3047 -5.0037 -0.9161  C24 1.097

HOMO-LUMO gap: 8.95 eV
ΔE to the lowest compared entry with this formula, charge and spin: 0.0 kcal/mol
Highest occupied orbital energy: -8.4 eV
E_tot: -3085.97828 a.u.